{
  "formula": "C33H42O17",
  "method": "ωB97M-V/def2-TZVPD",
  "gap_ev": 6.201,
  "largest_force_ev_per_a": 15.35,
  "e_tot_ha": -2561.15265,
  "smiles": "O=C1C=C(O)C(=O)C=C1O.O=C1C=C(O)C(=O)C=C1O.O=C1C=C(O)C(=O)C=C1O.CC(C)=O.CC(C)=O.CC(C)=O.CC(C)=O.CC(C)=O",
  "e_above_lowest_kcal_mol": 345.83,
  "charge": 0,
  "elements": ["O", "C", "C", "C", "O", "C", "O", "C", "C", "O", "H", "H", "H", "H", "O", "C", "C", "C", "O", "C", "O", "C", "C", "O", "H", "H", "H", "H", "O", "C", "C", "C", "O", "C", "O", "C", "C", "O", "H", "H", "H", "H", "C", "C", "C", "O", "H", "H", "H", "H", "H", "H", "C", "C", "C", "O", "H", "H", "H", "H", "H", "H", "C", "C", "C", "O", "H", "H", "H", "H", "H", "H", "C", "C", "C", "O", "H", "H", "H", "H", "H", "H", "C", "C", "C", "O", "H", "H", "H", "H", "H", "H"],
  "coordinates": [[1.865087, -7.174772, -0.957217], [2.254087, -6.912772, 0.143783], [2.158087, -5.481772, 0.553783], [2.736087, -4.901772, 1.773783], [3.114087, -3.694772, 2.024783], [3.166087, -5.875772, 2.850783], [3.627087, -5.652772, 3.910783], [3.176087, -7.299772, 2.473783], [2.669087, -7.868772, 1.136783], [2.796087, -9.213772, 0.800783], [1.981087, -4.844772, -0.342217], [2.809087, -3.020772, 1.465783], [3.554087, -7.958772, 3.093783], [2.654087, -9.023772, -0.023217], [-4.420913, -0.605772, 0.942783], [-4.532913, 0.477228, 0.298783], [-5.346913, 1.473228, 0.806783], [-5.621913, 2.754228, 0.012783], [-6.227913, 3.813228, 0.485783], [-5.277913, 2.742228, -1.458217], [-5.745913, 3.650228, -2.157217], [-4.390913, 1.752228, -1.853217], [-4.042913, 0.565228, -0.972217], [-3.217913, -0.471772, -1.483217], [-5.857913, 1.628228, 1.823783], [-6.412913, 3.682228, 1.427783], [-4.230913, 1.803228, -3.020217], [-2.952913, -0.894772, -0.621217], [-0.987913, 2.002228, -0.980217], [-0.155913, 1.410228, -0.292217], [0.262087, 0.026228, -0.652217], [1.293087, -0.714772, 0.247783], [1.701087, -2.043772, 0.022783], [1.982087, -0.004772, 1.303783], [2.791087, -0.512772, 1.995783], [1.612087, 1.460228, 1.530783], [0.426087, 2.149228, 0.751783], [0.043087, 3.395228, 1.068783], [-0.288913, -0.580772, -1.400217], [1.165087, -2.337772, -0.719217], [2.198087, 1.947228, 2.200783], [-0.711913, 3.467228, 0.491783], [-0.391913, -3.129772, -4.088217], [0.134087, -3.830772, -2.791217], [-0.647913, -5.082772, -2.345217], [1.138087, -3.488772, -2.192217], [-1.305913, -2.707772, -3.724217], [-0.338913, -3.654772, -4.902217], [0.282087, -2.298772, -4.305217], [-0.227913, -5.829772, -2.842217], [-1.698913, -5.344772, -2.403217], [-0.444913, -5.324772, -1.343217], [-3.680913, 6.430228, -1.146217], [-2.601913, 5.530228, -1.391217], [-2.315913, 5.009228, -2.827217], [-1.865913, 4.950228, -0.556217], [-4.648913, 6.058228, -1.446217], [-3.570913, 7.450228, -1.654217], [-3.791913, 6.846228, -0.165217], [-2.063913, 3.947228, -2.940217], [-1.628913, 5.584228, -3.503217], [-3.231913, 5.045228, -3.301217], [7.940087, -0.645772, 3.078783], [6.905087, -0.333772, 4.186783], [5.431087, -0.097772, 3.755783], [7.161087, -0.226772, 5.385783], [8.894087, -0.399772, 3.638783], [8.059087, -0.063772, 2.375783], [7.777087, -1.462772, 2.794783], [5.300087, 0.835228, 3.726783], [4.577087, -0.438772, 4.224783], [5.488087, -0.440772, 2.726783], [-2.169913, -0.724772, -6.429217], [-2.705913, -0.015772, -5.148217], [-1.654913, 0.540228, -4.187217], [-3.860913, 0.104228, -4.961217], [-2.835913, -1.433772, -6.919217], [-1.532913, -1.500772, -6.147217], [-1.587913, 0.059228, -6.944217], [-1.176913, -0.233772, -3.659217], [-1.824913, 1.397228, -3.472217], [-0.872913, 0.853228, -4.909217], [0.986087, 5.592228, 5.125783], [0.861087, 4.147228, 4.687783], [-0.432913, 3.481228, 4.566783], [1.831087, 3.612228, 4.269783], [1.993087, 5.672228, 5.557783], [0.218087, 5.962228, 5.885783], [0.936087, 6.351228, 4.254783], [-0.459913, 2.613228, 5.156783], [-0.783913, 3.521228, 3.551783], [-1.163913, 4.010228, 4.984783]],
  "forces_ev_per_a": [[-0.1, -1.6, -2.0], [-1.3, 3.1, 1.7], [2.3, 2.4, 2.5], [-1.4, -3.3, -3.8], [0.6, -0.4, 2.1], [-0.5, -2.4, -2.7], [0.8, 2.0, 2.5], [-4.4, -0.3, -9.2], [3.7, 0.8, 7.6], [0.8, 1.7, 7.7], [0.0, -0.3, 1.0], [-0.9, 1.6, -1.8], [1.8, -3.0, 3.3], [-1.4, -0.3, -8.8], [0.9, 1.2, -1.1], [-2.0, -3.6, 5.2], [-3.3, 8.3, -0.4], [1.2, -5.4, 2.3], [0.0, -0.2, 0.0], [-1.5, 3.0, 1.2], [0.7, -1.2, 0.4], [2.3, -5.9, -1.0], [2.3, 3.6, -9.7], [-1.6, 2.3, 2.6], [1.3, -1.4, -1.4], [0.0, 0.1, 0.0], [0.2, -0.7, 2.6], [-0.4, -0.2, -0.9], [-0.1, -0.4, 0.1], [-1.4, -1.4, -2.9], [3.8, -3.4, 4.2], [-4.1, 0.2, -5.5], [-1.0, 3.4, 1.0], [-1.8, 4.1, -0.2], [2.0, -1.7, 1.5], [-6.2, 0.1, -5.6], [7.7, -2.0, 6.8], [0.7, -2.0, -0.4], [0.4, 0.8, 0.5], [0.1, -0.7, -0.6], [1.3, 1.6, 2.0], [-1.3, 1.4, -0.9], [2.1, 3.3, 6.1], [-0.9, -0.7, -0.9], [-1.1, 2.7, 1.7], [-1.0, 0.1, -0.4], [-1.1, 0.0, -0.6], [-0.7, -3.6, -4.4], [0.1, 0.2, 0.3], [2.2, -3.4, -2.5], [-0.5, 1.3, -0.8], [0.8, 0.1, 1.5], [-1.4, 3.8, -0.1], [4.8, -4.5, -0.2], [0.5, 0.7, -0.2], [-2.1, 2.1, -0.4], [-0.2, -0.4, -0.4], [0.1, -1.6, -0.3], [0.3, -0.7, 1.1], [0.4, 0.3, 1.0], [-0.4, -0.1, 1.1], [-2.2, 0.3, -1.5], [2.4, 7.6, 13.1], [-1.8, 0.8, 2.2], [4.0, -6.3, -2.2], [0.6, -0.4, -2.1], [-0.6, -1.5, -0.5], [-0.1, 6.3, -7.3], [-1.7, -12.6, -4.0], [-0.7, 7.8, -0.4], [-1.1, -1.6, 1.5], [-0.9, 0.0, -0.3], [-0.2, 0.9, 1.2], [1.7, -0.6, -0.3], [0.8, 1.7, -1.6], [-2.7, 0.3, 0.4], [-1.0, 1.4, -0.7], [2.2, -0.8, 1.0], [-0.5, -0.8, -0.6], [0.4, -1.2, 0.8], [-0.6, -1.1, -1.0], [0.0, 0.2, 0.6], [-0.6, 1.8, 0.5], [-0.6, 2.0, -0.6], [0.6, -0.2, -0.7], [2.3, -1.4, -0.5], [-0.3, 0.2, -0.1], [0.9, -0.7, -1.0], [0.0, -1.5, 1.1], [0.2, -1.9, -0.2], [0.4, -1.1, -0.8], [-3.0, 2.8, 2.2]]
}

***

{
  "formula": "C33H43AsN10PS4SeTc",
  "method": "ωB97M-V/def2-TZVPD",
  "gap_ev": [3.786, 3.786],
  "largest_force_ev_per_a": 2.22,
  "e_tot_ha": -8482.92901,
  "e_above_lowest_kcal_mol": 10.86,
  "charge": 0,
  "elements": ["Tc", "N", "C", "N", "N", "N", "N", "C", "N", "N", "N", "N", "H", "C", "C", "C", "P", "C", "C", "C", "C", "C", "C", "C", "C", "C", "C", "N", "C", "C", "C", "C", "C", "C", "C", "C", "C", "H", "H", "H", "H", "H", "H", "H", "H", "H", "H", "H", "H", "H", "H", "H", "H", "H", "H", "H", "H", "H", "H", "H", "H", "H", "H", "H", "H", "H", "H", "H", "S", "As", "S", "S", "S", "C", "C", "C", "C", "C", "C", "Se", "C", "C", "C", "H", "H", "H", "H", "H", "H", "H", "H", "H", "H", "H"],
  "coordinates": [[0.011694, 0.749021, -0.009463], [2.411240, 2.214154, -2.057279], [2.821695, 1.388291, -1.048158], [4.064237, 1.216719, -0.673821], [3.997607, 0.307170, 0.341883], [2.797859, -0.045086, 0.581294], [1.985643, 0.637503, -0.308204], [1.117665, 2.195643, -2.547928], [0.731372, 2.782318, -3.657710], [-0.601108, 2.524388, -3.721256], [-0.972520, 1.819733, -2.709466], [0.117055, 1.582969, -1.930173], [3.124573, 2.607132, -2.648985], [-0.612310, 4.578454, -1.022525], [-1.675601, 4.148669, -0.004250], [-1.944050, 5.239553, 1.062399], [-1.318352, 2.538453, 0.772510], [-2.890250, 1.955649, 1.522922], [-3.435960, 2.784959, 2.685027], [-3.941633, 1.839316, 0.399179], [0.073671, 2.707700, 1.916603], [0.833268, 3.873066, 2.121825], [2.042090, 3.833445, 2.783945], [2.875288, 5.074653, 2.968291], [2.505844, 2.593858, 3.257662], [1.798646, 1.434536, 3.063959], [0.586417, 1.469498, 2.362955], [-0.050396, 0.282303, 1.914063], [-0.398046, -0.768509, 2.786977], [-0.287027, -2.102489, 2.341370], [0.471213, -2.523893, 1.109263], [-0.806439, -3.119642, 3.131282], [-1.401735, -2.882836, 4.358264], [-1.989622, -4.010152, 5.165969], [-1.408026, -1.573908, 4.824056], [-0.907259, -0.512852, 4.082704], [-0.945522, 0.853169, 4.730303], [-0.803042, 5.612091, -1.318267], [-0.652545, 3.970608, -1.917411], [0.398798, 4.527201, -0.609763], [-2.598699, 3.950649, -0.549065], [-1.166913, 6.003132, 1.016200], [-1.976954, 4.867143, 2.084957], [-2.895859, 5.732931, 0.862517], [-2.651117, 0.949712, 1.869082], [-3.820255, 3.746439, 2.341995], [-2.706416, 2.968132, 3.472006], [-4.271527, 2.237348, 3.128143], [-4.450391, 2.795654, 0.250781], [-4.693233, 1.099728, 0.679633], [-3.528523, 1.521973, -0.559986], [0.468810, 4.824135, 1.758527], [2.371350, 5.953929, 2.569520], [3.832319, 4.967691, 2.453328], [3.091727, 5.251300, 4.023901], [3.466452, 2.546773, 3.760639], [2.196004, 0.476277, 3.374187], [1.093629, -1.734923, 0.697870], [-0.202059, -2.869831, 0.325285], [1.127467, -3.354221, 1.377380], [-0.718197, -4.141457, 2.771555], [-2.727151, -4.560159, 4.579161], [-2.475753, -3.641442, 6.068373], [-1.215356, -4.721356, 5.463003], [-1.817965, -1.367084, 5.807720], [-1.631520, 0.834912, 5.576266], [-1.264812, 1.639007, 4.053863], [0.039833, 1.141055, 5.106184], [-4.015170, 0.323209, -3.156327], [-2.438441, -0.948073, -2.710106], [-1.617858, -0.651080, -0.593940], [-0.750389, -0.928309, -4.208149], [-3.148800, -2.919399, -2.544714], [2.123559, -7.067509, -5.758812], [1.844454, -5.724423, -5.133231], [1.910247, -4.557346, -5.875090], [1.673390, -3.301776, -5.311588], [1.768975, -2.093807, -6.209177], [1.342781, -3.244437, -3.954570], [1.035221, -1.544369, -3.102293], [1.267389, -4.409300, -3.176052], [0.899346, -4.372271, -1.714821], [1.523653, -5.629722, -3.782724], [2.343848, -6.969799, -6.821081], [1.266874, -7.735248, -5.648087], [2.977043, -7.548919, -5.277496], [2.159786, -4.612677, -6.931032], [2.533263, -2.252650, -6.969641], [2.013881, -1.188052, -5.658446], [0.819291, -1.920233, -6.720085], [1.533830, -3.684976, -1.155661], [1.000141, -5.363957, -1.273753], [-0.133405, -4.039932, -1.591272], [1.467762, -6.535255, -3.184887]],
  "forces_ev_per_a": [[-1.7, -1.0, 1.0], [-0.1, -0.1, 0.1], [-0.1, 0.2, -0.3], [0.2, -0.3, 0.3], [-0.2, 0.2, -0.2], [0.2, 0.2, -0.3], [0.1, -0.1, 0.4], [0.5, 0.1, -0.1], [-0.2, -0.1, -0.1], [0.2, -0.2, 0.5], [0.1, 0.3, -0.2], [-0.5, -0.1, 0.1], [0.0, 0.0, 0.0], [0.0, 0.1, 0.1], [0.3, 0.1, -0.2], [0.0, 0.0, 0.0], [-0.3, 0.1, 0.0], [-0.2, 0.0, -0.1], [-0.1, 0.0, 0.0], [0.1, 0.0, 0.1], [0.2, -0.3, -0.3], [-0.1, 0.0, 0.0], [0.0, 0.1, 0.0], [-0.1, -0.1, 0.0], [0.1, -0.1, 0.0], [0.0, -0.2, 0.1], [-0.1, 0.1, 0.2], [0.5, 0.2, -1.0], [0.0, 0.2, -0.1], [0.1, -0.2, -0.3], [-0.1, 0.0, 0.0], [0.1, -0.1, -0.1], [0.0, -0.1, 0.0], [0.1, 0.1, 0.0], [0.0, 0.2, 0.1], [-0.1, 0.2, 0.3], [0.0, -0.1, 0.0], [0.0, 0.0, 0.0], [0.0, 0.0, 0.0], [0.0, 0.0, 0.0], [0.0, -0.1, -0.1], [0.0, 0.0, 0.0], [0.0, 0.0, 0.0], [0.0, 0.0, 0.0], [0.0, -0.1, 0.1], [0.0, -0.1, 0.0], [0.0, 0.0, 0.0], [0.0, 0.0, 0.0], [0.1, -0.1, 0.0], [0.0, 0.0, 0.0], [0.0, 0.0, 0.0], [0.0, -0.1, 0.0], [0.0, 0.0, 0.0], [0.0, 0.0, 0.0], [0.0, 0.0, 0.0], [-0.1, 0.0, 0.0], [0.0, 0.0, 0.0], [0.0, 0.0, 0.0], [0.0, 0.0, 0.1], [0.0, 0.0, 0.0], [0.0, 0.1, 0.0], [0.0, 0.0, 0.0], [0.0, 0.0, 0.0], [0.0, 0.0, 0.0], [0.0, 0.0, -0.1], [0.0, 0.0, 0.0], [0.0, 0.0, 0.0], [-0.1, 0.0, 0.0], [0.4, 0.5, 0.1], [-1.5, -1.1, -1.2], [1.4, 1.0, 0.7], [0.0, 0.5, 0.0], [0.8, 0.1, 0.5], [0.0, 0.1, 0.0], [0.0, 0.0, 0.0], [0.0, 0.1, 0.0], [0.0, -0.1, 0.0], [0.0, -0.1, 0.1], [0.0, -0.1, 0.1], [0.0, -0.1, -0.1], [0.0, 0.0, 0.1], [0.0, 0.0, -0.1], [0.0, 0.0, 0.0], [0.0, 0.0, 0.0], [0.0, 0.0, 0.0], [0.0, 0.0, 0.0], [0.0, 0.0, 0.1], [0.0, 0.0, 0.0], [0.0, 0.0, 0.0], [0.0, 0.0, 0.0], [0.0, 0.0, 0.0], [0.0, 0.0, 0.0], [-0.1, 0.0, -0.1], [0.0, 0.0, 0.0]]
}